11
Properties=species:S:1:pos:R:3:forces:R:3:mulliken_charge:R:1 method="wB97M-V/def2-TZVPD" multiplicity=1 relative_energy_kcal_mol=42.0 lumo_ev=-0.2 orbital_gap_ev=8.924 charge=0 homo_energy_ev=-9.1050 e_tot_ev=-30413.053 smiles="O=C1CONC(=S)S1" max_force_ha_per_bohr=0.0292
S 0.323351 -1.766418 -0.362862 0.406 0.057 -0.139 -0.092
S 3.129237 -0.879998 0.045580 -0.810 0.004 -0.123 -0.311
O -2.198874 -1.608270 0.137511 -0.374 -0.010 -0.162 -0.490
O -0.085987 1.126417 -0.570347 -1.054 0.322 -1.019 -0.252
N 1.097902 0.773860 0.026981 -0.128 -0.783 0.278 -0.257
C -1.218260 -0.947964 -0.026902 0.420 -0.016 0.726 0.371
C 1.524440 -0.503789 -0.113810 1.179 -0.088 0.216 0.308
C -1.178199 0.556915 0.123138 0.390 0.249 0.937 -0.096
H 1.773531 1.496229 -0.111102 0.483 0.334 0.034 0.268
H -2.111338 0.866749 -0.346655 0.171 0.585 0.166 0.277
H -1.055799 0.886270 1.198467 -0.682 -0.653 -0.913 0.274